(A)
Density functional theory data (ωB97M-V with the def2-TZVPD basis set) for C10H18N2O5 in the gas phase.

```
35
Properties=species:S:1:pos:R:3:nbo_charge:R:1
C 3.0313 2.2074 0.9645 -0.60
C 2.0320 1.4946 0.0478 -0.23
C 1.8283 2.2265 -1.2853 -0.61
C 2.3625 0.0210 -0.0349 -0.39
C 1.1806 -0.8150 -0.5239 -0.17
N -0.0180 -0.5687 0.2322 -0.62
C -1.2174 -0.9095 -0.3484 0.69
O -1.3746 -1.1227 -1.5369 -0.65
C -2.3721 -1.0331 0.6445 -0.13
N -1.8688 -1.3392 1.9976 -0.85
C -3.3350 0.2470 0.5396 -0.52
C -4.4270 0.3413 -0.4712 0.79
O -5.5803 0.5598 -0.1661 -0.57
O -4.0650 0.2419 -1.7334 -0.68
C 1.4365 -2.3255 -0.4419 0.80
O 0.8518 -3.1307 0.1963 -0.59
O 2.5120 -2.6447 -1.1883 -0.69
H 4.0233 2.3186 0.4185 0.20
H 3.2686 1.6846 1.9282 0.21
H 2.6629 3.1688 1.3005 0.21
H 1.1499 1.6124 0.6036 0.20
H 1.0531 1.6461 -1.8766 0.21
H 1.4618 3.2638 -1.0813 0.22
H 2.6937 2.2463 -1.9367 0.21
H 3.2577 -0.1689 -0.7000 0.23
H 2.6929 -0.2702 0.9599 0.21
H 0.9396 -0.5268 -1.5862 0.26
H -0.0656 -0.6961 1.2127 0.43
H -2.9374 -1.9263 0.4161 0.21
H -2.6200 -1.2272 2.6582 0.37
H -1.5253 -2.2643 2.0232 0.38
H -3.8121 0.4480 1.4875 0.24
H -2.6325 1.0444 0.3559 0.23
H -3.1879 -0.1678 -1.9264 0.52
H 2.6002 -3.6358 -1.1495 0.50
```

Results
HOMO-LUMO gap (eV): 10.6
LUMO (eV): 0.5

(B)
Density functional theory data (ωB97M-V with the def2-TZVPD basis set) for C10H18N2O5 as an isolated structure.

```
35
Properties=species:S:1:pos:R:3:nbo_charge:R:1
C 0.6539 -0.8614 0.1877 -0.13
C -0.2985 0.4034 0.1279 0.66
C 1.5486 -0.7995 1.3759 -0.42
C 2.1071 -2.1532 1.8452 -0.22
C 2.9950 -3.0883 0.9381 -0.64
C 1.0894 -3.1594 2.2624 -0.62
C -1.6098 1.7478 -1.2361 -0.17
C -1.8490 1.8204 -2.7250 0.77
C -1.6212 3.0465 -0.2619 -0.56
C -2.8179 3.9901 -0.1352 0.80
H 2.7038 -0.7249 -1.1609 0.42
H 1.0523 -2.1620 -1.6918 0.39
H -0.0325 -1.7882 0.1874 0.24
H 2.3714 -0.1668 1.2142 0.21
H 0.8702 -0.4455 2.2268 0.24
H 2.8636 -1.9224 2.7316 0.21
H 2.4061 -3.3944 -0.0477 0.20
H 3.9417 -2.5519 0.5288 0.20
H 3.6675 -3.8932 1.2155 0.24
H 0.5821 -3.4867 1.2774 0.19
H 0.3448 -3.0032 3.0670 0.22
H 1.5579 -4.1501 2.6788 0.22
H 0.4280 0.7860 -1.8209 0.49
H -2.3790 1.1461 -0.5678 0.30
H -1.4935 2.4900 0.7618 0.32
H -0.7817 3.7077 -0.5690 0.24
H -4.7541 3.5713 0.0150 0.49
H -2.5577 2.4333 -4.2987 0.51
N 1.4223 -0.9453 -1.0688 -0.92
N -0.3569 0.9995 -1.1126 -0.63
O -1.2504 0.5886 0.9059 -0.66
O -1.1480 1.2782 -3.5023 -0.62
O -2.7786 5.2739 0.3836 -0.58
O -4.0153 3.0527 -0.4162 -0.72
O -2.8616 2.3611 -3.3162 -0.66
```

Results
HOMO-LUMO gap (eV): 9.3
LUMO (eV): 0.0

Stability summary: most stable (A), least stable (B).

(A)
Density functional theory data (ωB97M-V with the def2-TZVPD basis set) for a 2-piece molecular cluster, C3H11NS2 overall.

```
17
Properties=species:S:1:pos:R:3:nbo_charge:R:1
C -0.6695 -0.4769 -1.6831 -0.61
C -0.2750 -0.5221 -0.2175 -0.41
C 0.9567 -1.3715 0.0436 -0.21
N 1.5980 -0.9984 1.3060 -0.83
H -0.6327 -1.4888 -2.1010 0.20
H -0.0211 0.1540 -2.2897 0.20
H -1.7119 -0.1826 -1.8129 0.21
H -0.0810 0.4510 0.2342 0.20
H -1.1320 -0.9184 0.3379 0.19
H 1.6958 -1.2336 -0.7561 0.18
H 0.7498 -2.4478 -0.0685 0.16
H 2.3413 -1.6565 1.4956 0.35
H 0.9244 -1.0776 2.0587 0.35
S 0.1137 3.3213 1.0924 -0.12
S -1.6744 2.3041 1.4279 -0.13
H 0.3301 2.8411 -0.1368 0.13
H -2.5121 3.3026 1.0692 0.13
```

Results
HOMO-LUMO gap (eV): 9.6
LUMO (eV): 0.3

(B)
Density functional theory data (ωB97M-V with the def2-TZVPD basis set) for a 2-piece molecular cluster, C3H11NS2 overall.

```
17
Properties=species:S:1:pos:R:3:nbo_charge:R:1
C 0.5910 -2.0329 -3.7327 -0.62
C 0.2120 -0.8428 -2.8436 -0.21
N -1.0312 -0.9886 -2.0861 -0.86
H 0.3779 -2.9414 -3.1686 0.20
H 1.6533 -1.9789 -3.9377 0.22
H -0.0443 -2.0331 -4.6142 0.21
H 0.1314 0.1222 -3.3538 0.18
H 1.0218 -0.6789 -2.1242 0.18
H -0.9107 -0.9548 -1.0907 0.35
H -1.6356 -1.7380 -2.3350 0.36
C -1.2330 -0.2982 1.9173 -0.80
S -0.0934 0.5982 0.9088 0.12
S 0.8268 1.6117 2.5638 -0.15
H -2.0890 0.1908 2.3939 0.23
H -1.6994 -1.1266 1.3753 0.24
H -0.7394 -0.8267 2.7386 0.23
H 1.6688 2.3348 1.8162 0.14
```

Results
HOMO-LUMO gap (eV): 8.7
LUMO (eV): 0.3

Stability summary: most stable (A), least stable (B).

(A)
Density functional theory data (ωB97M-V with the def2-TZVPD basis set) for CH3BrO2 as an isolated structure.

```
7
Properties=species:S:1:pos:R:3:nbo_charge:R:1
C 0.5399 -0.5930 -0.0832 -0.26
O 0.1972 0.5582 -0.6256 -0.27
O -1.4202 0.9319 -0.4067 -0.43
Br -1.5947 2.0288 0.9181 0.37
H 1.6764 -0.6875 -0.5382 0.23
H 0.1065 -1.5462 -0.3562 0.18
H 0.4948 -0.6921 1.0917 0.16
```

Results
HOMO-LUMO gap (eV): 9.1
LUMO (eV): -0.9

(B)
Density functional theory data (ωB97M-V with the def2-TZVPD basis set) for a 2-piece molecular cluster, CH3BrO2 overall.

```
7
Properties=species:S:1:pos:R:3:nbo_charge:R:1
C -0.7770 -0.4996 -0.2892 -0.23
O 1.7628 0.3739 0.0966 -0.41
O 0.9373 -0.4627 0.7717 -0.28
Br -1.5397 1.1115 0.2429 0.07
H -0.5980 -0.3869 -1.3333 0.20
H -1.3501 -1.3628 -0.0574 0.20
H 1.5646 1.2266 0.5687 0.45
```

Results
HOMO-LUMO gap (alpha / beta) (eV): 9.4 / 9.4
LUMO (alpha / beta) (eV): -0.2 / -0.2

Stability summary: most stable (B), least stable (A).